Here is a 3-piece molecular cluster, CH9NO2 overall from OMol25. Energies are from the ωB97M-V functional and the def2-TZVPD basis.

Last column: Mulliken charge in e.
Cartesian coordinates (Å):
C: 2.00883 -1.05764 0.21283  -0.80
N: 0.82490 -0.93268 -0.64395  -0.58
H: 1.79968 -1.67756 1.08548  0.30
H: 2.86560 -1.47761 -0.33292  0.30
H: 2.29502 -0.08988 0.56492  0.31
H: 1.04010 -0.41772 -1.47830  0.25
H: 0.41852 -1.84145 -0.88902  0.28
O: -1.46468 -0.38884 0.04965  -0.85
H: -0.40671 -0.46631 -0.06076  0.52
H: -1.76477 -0.75751 0.89440  0.29
O: -1.13025 2.29180 0.17421  -0.69
H: -1.78752 2.58662 0.81887  0.28
H: -1.28737 1.34474 0.03121  0.41

Properties
E_LUMO   0.0270 Eh
SMILES   CN.O.O
HOMO   -10.1 eV
Charge   0
Energy above the lowest of the compared OMol25 structures with the same formula, charge and spin   1.50 kcal/mol



Here is C28H34MgN5O5S4 as an isolated structure from OMol25. Energies are from the ωB97M-V functional and the def2-TZVPD basis.

Last column: Mulliken charge in e.
Cartesian coordinates (Å):
Mg: -0.10774 0.53101 -0.23030  1.29
C: 3.23159 4.55660 6.14069  -1.47
C: 3.05980 3.37787 5.22107  1.13
C: 1.95243 3.27603 4.38610  -0.91
C: 1.78146 2.18451 3.54697  -0.10
C: 2.73349 1.17683 3.54361  -0.16
C: 3.84942 1.25866 4.36489  -0.59
C: 4.00561 2.35594 5.19679  -0.71
S: 2.51213 -0.24707 2.49928  1.31
O: 3.82966 -0.82771 2.32607  -0.76
O: 1.51715 -1.06950 3.14361  -0.72
N: 1.88622 0.32821 1.15906  0.17
C: 2.62869 0.68990 0.07876  0.62
C: 4.00575 0.97823 -0.01390  -0.83
C: 4.51072 1.36375 -1.23268  -0.39
C: 3.68305 1.47523 -2.35313  -0.95
C: 2.34648 1.19053 -2.18386  -0.34
N: 1.84379 0.80583 -1.01013  0.55
H: 2.57979 5.38044 5.85008  0.34
H: 4.26064 4.91985 6.13357  0.36
H: 2.98687 4.28786 7.17116  0.29
H: 1.20687 4.06333 4.38288  0.36
H: 0.91439 2.12145 2.89675  0.18
H: 4.59078 0.47115 4.33152  0.45
H: 4.88189 2.42354 5.83301  0.34
H: 4.63733 0.87896 0.85439  0.45
H: 5.56825 1.58709 -1.31812  0.38
H: 4.06386 1.77506 -3.31855  0.41
H: 1.62730 1.25875 -2.99041  0.35
C: 0.53775 -2.59823 0.29527  -1.13
C: -0.60521 -2.19065 1.17506  0.94
C: -1.25094 -3.15771 1.98275  -1.30
C: -2.24435 -2.75868 2.81821  -1.15
C: -2.59836 -1.39125 2.89497  1.27
C: -3.60640 -0.94097 3.77819  -0.88
C: -3.88580 0.39465 3.83951  -0.68
C: -3.17434 1.30926 3.04684  -0.74
C: -2.17937 0.92572 2.16633  0.56
S: -1.30915 2.13935 1.25864  -0.66
C: -1.90104 -0.48124 2.07230  -0.37
N: -0.94088 -0.92526 1.20539  0.57
H: 0.51638 -3.67031 0.09523  0.52
H: 1.47613 -2.35811 0.79838  0.15
H: 0.51980 -2.09137 -0.67186  -0.06
H: -0.93664 -4.19094 1.92268  0.54
H: -2.76432 -3.46875 3.45184  0.35
H: -4.12779 -1.66260 4.39583  0.35
H: -4.64995 0.76442 4.51327  0.38
H: -3.39569 2.36613 3.12934  0.41
C: -3.34584 2.07304 -1.65284  -1.07
S: -2.01600 1.02571 -2.20524  0.90
O: -0.75073 1.75441 -2.01035  -0.81
O: -2.31445 0.67422 -3.57599  -0.63
O: -1.97013 -0.11865 -1.26916  -0.59
H: -3.79052 2.54364 -2.52594  0.40
H: -2.94665 2.79967 -0.95117  0.33
H: -4.07240 1.44847 -1.13825  0.28
C: -3.21915 -2.31994 -4.05601  -1.09
N: -1.83109 -2.54634 -3.68065  0.21
C: -1.65038 -3.22327 -2.40743  -1.22
C: -0.80706 -1.87310 -4.23275  0.17
S: 0.67750 -1.71345 -3.49278  -0.27
N: -1.07018 -1.37121 -5.51546  0.23
C: -0.21104 -0.29760 -5.97919  -1.04
C: -1.25684 -2.40886 -6.52184  -1.09
H: -3.73365 -1.82776 -3.22850  0.31
H: -3.70550 -3.27581 -4.26988  0.36
H: -3.26797 -1.66905 -4.92032  0.41
H: -2.51564 -3.86511 -2.24241  0.37
H: -1.57857 -2.49628 -1.59653  0.32
H: -0.74398 -3.82601 -2.42836  0.42
H: -0.17181 0.48062 -5.22129  0.21
H: -0.65704 0.11460 -6.88677  0.35
H: 0.80662 -0.64038 -6.19957  0.35
H: -1.93925 -3.17552 -6.16100  0.36
H: -0.30226 -2.88665 -6.78478  0.32
H: -1.68348 -1.96513 -7.42290  0.37

Properties
E_LUMO   0.0953 Eh
HOMO   -4.3 eV
Charge   -1



Here is a 2-piece molecular cluster, H3NS2 overall from OMol25. Energies are from the ωB97M-V functional and the def2-TZVPD basis.

Last column: Mulliken charge in e.
Cartesian coordinates (Å):
N: -1.47099 0.08743 0.29604  -0.44
S: 2.51037 -0.21650 0.16301  -0.18
S: -0.69896 1.59929 0.26816  -0.11
H: -0.95638 -0.44719 0.96424  0.29
H: -1.56102 -0.23479 -0.68110  0.28
H: 2.17698 -0.78824 -1.01035  0.15

Properties
E_LUMO (spin up / spin down)   -0.0907 / -0.0467 Eh
HOMO (spin up / spin down)   -9.1 / -9.1 eV
Charge   0
Energy above the lowest of the compared OMol25 structures with the same formula, charge and spin   56.87 kcal/mol



Here is an isolated molecule of C6H14N4O2 from OMol25. Energies are from the ωB97M-V functional and the def2-TZVPD basis.

Last column: Mulliken charge in e.
Cartesian coordinates (Å):
H: -3.42782 -0.71684 1.60151  0.30
N: -2.88905 0.02012 1.18515  -0.72
C: -2.27559 -0.50404 0.15966  0.61
N: -2.42668 -1.91855 -0.25841  -0.71
N: -1.42127 0.23025 -0.67190  -0.19
C: -1.03376 1.62717 -0.50360  -0.77
C: 0.48186 1.80036 -0.80481  -0.68
C: 1.47806 1.20322 0.20887  -0.97
C: 1.28752 -0.20890 0.75098  0.87
N: 2.24656 -0.54511 1.80483  -0.73
C: 1.32283 -1.21640 -0.35185  0.04
O: 0.57489 -2.16280 -0.45201  -0.59
O: 2.36617 -1.09677 -1.24078  -0.45
H: -1.59653 -2.47764 -0.12544  0.29
H: -2.65666 -1.95233 -1.20987  0.26
H: -1.20047 -0.20647 -1.54697  0.21
H: -1.65549 2.25860 -1.16188  0.34
H: -1.30430 1.86491 0.52112  0.35
H: 0.72885 2.86641 -0.94981  0.42
H: 0.57910 1.29102 -1.75473  0.30
H: 1.45872 1.90931 1.04398  0.43
H: 2.41076 1.30068 -0.28467  0.32
H: 0.33219 -0.40780 1.11736  0.20
H: 1.93268 -1.36323 2.29287  0.27
H: 2.38250 0.22221 2.45696  0.25
H: 2.30492 -1.81738 -1.82654  0.36

Properties
E_LUMO   0.0232 Eh
SMILES   [H]/N=C(\N)NCCC[C@H](N)C(=O)O
HOMO   -8.8 eV
Charge   0
Energy above the lowest of the compared OMol25 structures with the same formula, charge and spin   24.60 kcal/mol



Here is an isolated molecule of CH3NO2S2 from OMol25. Energies are from the ωB97M-V functional and the def2-TZVPD basis.

Last column: Mulliken charge in e.
Cartesian coordinates (Å):
N: -0.35132 -1.10203 0.85817  -0.55
S: 0.60929 0.26342 0.49503  0.74
O: 0.36795 1.12062 1.63120  -0.59
S: 2.28378 -0.28364 -0.05347  -0.27
C: -0.34359 0.85896 -1.01862  0.05
O: 0.06973 0.70627 -2.10639  -0.32
H: -0.03040 -1.87972 0.32097  0.31
H: -1.25242 -0.87139 0.59105  0.26
H: -1.35304 1.18752 -0.71793  0.36

Properties
E_LUMO   -0.0176 Eh
SMILES   N[S@@](=O)(=S)C=O
HOMO   -9.9 eV
Charge   0
Energy above the lowest of the compared OMol25 structures with the same formula, charge and spin   30.72 kcal/mol



Here is C37H35N8O3SSe2Y as an isolated structure from OMol25. Energies are from the ωB97M-V functional and the def2-TZVPD basis.

Last column: Mulliken charge in e.
Cartesian coordinates (Å):
Y: 0.02084 -1.22570 -0.03696  -0.34
O: 3.77104 -3.60813 -0.12966  -0.78
C: 2.73290 -2.99879 -0.38745  -0.43
N: 1.81571 -2.52222 0.45680  0.17
C: 1.91906 -3.01816 1.81486  -1.17
C: 0.58046 -3.55339 2.25706  0.66
C: 0.47310 -4.28446 3.43866  -0.85
C: -0.75176 -4.80377 3.79891  -0.35
C: -1.84531 -4.59725 2.96284  -0.91
C: -1.66229 -3.84220 1.82942  -0.37
N: -0.47953 -3.30803 1.47923  0.17
C: 2.34050 -2.86251 -1.84168  0.93
C: 3.28960 -3.08031 -2.82298  -0.77
C: 2.86930 -3.19103 -4.13475  -0.54
C: 1.51298 -3.11065 -4.40738  -0.82
C: 0.63757 -2.84497 -3.36974  -0.33
N: 1.03400 -2.69987 -2.10114  -0.02
H: 2.24716 -2.25045 2.52074  0.13
H: 2.66030 -3.81778 1.85926  0.71
H: 1.35864 -4.44891 4.04109  0.46
H: -0.85809 -5.37861 4.71121  0.42
H: -2.82248 -4.99935 3.19432  0.42
H: -2.48796 -3.65125 1.15867  0.61
H: 4.32029 -3.20899 -2.52319  0.49
H: 3.58252 -3.36922 -4.93012  0.43
H: 1.13579 -3.24222 -5.41262  0.42
H: -0.42494 -2.76115 -3.55017  0.87
N: 1.74784 0.39336 -1.08385  -0.25
C: 3.07557 0.38998 -0.41850  -0.65
C: 3.02685 0.92588 1.00887  -1.24
C: 2.05476 0.25882 1.96755  0.45
O: 2.42840 -0.02067 3.09813  -0.76
O: 0.83414 0.08965 1.53442  1.90
H: 1.85894 0.19438 -2.07393  0.28
H: 1.35223 1.32818 -1.03602  0.03
H: 3.78244 0.99866 -0.98328  0.61
H: 3.45497 -0.62783 -0.41319  0.25
H: 2.76429 1.98848 0.97652  0.12
H: 4.01615 0.84855 1.45093  0.49
N: -2.54456 -1.88705 -2.23110  -0.48
C: -1.56732 -1.23354 -1.86353  0.14
H: -2.97573 -1.80108 -3.14773  0.38
Se: -0.64413 0.30157 -3.29052  -0.10
C: -1.34887 0.25093 -5.06470  0.16
C: -2.08446 1.34031 -5.53084  -0.48
C: -2.55507 1.36735 -6.83890  -0.62
C: -2.31586 0.29879 -7.69382  -0.42
C: -1.60747 -0.80208 -7.23043  -0.58
C: -1.12680 -0.82591 -5.92452  0.20
H: -2.27794 2.17161 -4.86359  0.39
H: -3.11419 2.22661 -7.18992  0.38
H: -2.68019 0.32377 -8.71353  0.36
H: -1.42071 -1.64294 -7.88891  0.39
H: -0.56426 -1.67737 -5.57031  -0.09
S: -2.74022 3.34088 -1.40159  -0.28
C: -2.28600 1.75052 -0.90528  -0.57
N: -1.25795 1.63564 -0.13621  1.11
C: -0.74993 2.91976 0.14506  -1.94
C: 0.28218 3.20746 1.04009  0.33
C: 0.65396 4.52236 1.23932  -1.41
C: 0.00441 5.56789 0.57081  -0.73
C: -1.04782 5.30680 -0.28468  -0.55
C: -1.42204 3.97547 -0.47926  0.81
H: -2.88839 0.90808 -1.21803  0.33
H: 0.73734 2.39676 1.58663  1.25
H: 1.44954 4.74759 1.93921  0.52
H: 0.31428 6.59130 0.74077  0.40
H: -1.57417 6.11192 -0.78315  0.46
C: -0.56528 -0.76860 4.26350  -1.28
N: -1.12180 0.47912 3.74650  0.39
C: -2.00154 0.58916 2.73546  -0.31
Se: -2.66833 -0.75333 1.65605  -0.15
N: -2.28546 1.90246 2.60518  0.16
C: -1.55889 2.66065 3.52024  0.15
C: -1.47100 4.02418 3.75032  -0.82
C: -0.59051 4.43332 4.73931  -0.64
C: 0.17622 3.50955 5.46256  -0.80
C: 0.08212 2.14673 5.22478  -0.71
C: -0.80891 1.74628 4.24266  1.07
H: -1.08384 -1.58984 3.77599  0.23
H: -0.74339 -0.80956 5.33866  0.47
H: 0.49993 -0.81493 4.04351  0.35
H: -2.89619 2.23948 1.88050  0.34
H: -2.04939 4.73535 3.17262  0.47
H: -0.48475 5.48998 4.95054  0.42
H: 0.86558 3.86818 6.21611  0.40
H: 0.69184 1.43031 5.76128  0.46

Properties
E_LUMO   0.0141 Eh
HOMO   -7.2 eV
Charge   0



For the records above, the corresponding calculated total energy values read -248.71281; -3530.48824; -852.82384; -606.53468; -1041.44236; -7334.32895 Eh.
For the records above, the corresponding M values read 67.1; 673.2; 81.2; 174.2; 125.2; 918.6 Da.